Entry P
ORCA calculation (wB97M-V/def2-TZVPD) on an isolated molecule of C4H6NP.

Kohn-Sham gap (alpha / beta) (Ha): 0.297 / 0.248
HOMO level (alpha / beta) (eV): -8.3866 / -6.9189
Lowest unoccupied orbital energy (alpha / beta) (eV): -0.3 / -0.2

Structure (ORCA input):
```
! RIJCOSX wB97M-V def2-TZVPD def2/J DEFGRID3
* xyz 0 1
C 1.783 1.250 0.074
C 1.751 0.536 1.146
C 0.518 1.691 -0.659
C -1.791 -1.234 0.235
N -0.644 1.190 -0.399
P -1.360 0.474 0.870
H 2.748 1.709 -0.347
H 1.318 0.199 2.018
H 0.704 2.259 -1.530
H -2.810 -1.142 -0.128
H -1.723 -1.964 0.946
H -1.195 -1.580 -0.561
*
```



Entry Q
ORCA calculation (wB97M-V/def2-TZVPD) on an isolated molecule of C4H6NP.

Kohn-Sham gap (Ha): 0.356
HOMO level (eV): -8.9596
Lowest unoccupied orbital energy (eV): 0.7

Structure (ORCA input):
```
! RIJCOSX wB97M-V def2-TZVPD def2/J DEFGRID3
* xyz 0 1
C 0.604 -0.649 -0.599
C 0.775 -1.617 0.320
C -0.762 0.274 1.101
C -0.266 0.383 -0.132
N -0.488 1.788 -1.216
P -0.279 -1.342 1.766
H 1.074 -0.609 -1.567
H 1.373 -2.501 0.192
H -1.418 0.960 1.600
H -0.425 1.355 -2.134
H -1.455 2.054 -1.050
H 0.747 -0.882 2.596
*
```



Quick one: most stable of them? entry Q



Entry P
ORCA calculation (wB97M-V/def2-TZVPD) on a cluster of 3 separate species, C2H9OS in total.

Kohn-Sham gap (Ha): 0.342
HOMO level (eV): -15.5712
Lowest unoccupied orbital energy (eV): -6.3

Structure (ORCA input):
```
! RIJCOSX wB97M-V def2-TZVPD def2/J DEFGRID3
* xyz 1 1
O 2.159 -2.069 0.592
H 2.429 -2.515 1.398
H -3.974 0.950 -1.170
H 2.857 -2.207 -0.060
C -1.137 -0.950 -0.322
C -0.249 0.065 0.209
S -0.228 1.626 -0.259
H -0.484 -1.610 -0.873
H -1.855 -0.567 -1.032
H -1.643 -1.592 0.399
H -4.152 1.231 -0.503
H 0.597 -0.356 0.736
H 0.689 2.034 0.642
*
```



Entry Q
ORCA calculation (wB97M-V/def2-TZVPD) on a cluster of 2 separate species, C2H9OS in total.

Kohn-Sham gap (Ha): 0.344
HOMO level (eV): -15.0756
Lowest unoccupied orbital energy (eV): -5.7

Structure (ORCA input):
```
! RIJCOSX wB97M-V def2-TZVPD def2/J DEFGRID3
* xyz 1 1
O 2.365 -0.652 1.986
H 2.671 -1.095 2.800
H 3.038 0.039 1.912
H 0.674 -0.488 0.845
C -1.605 1.393 -0.274
S -0.302 0.164 0.185
C -0.301 -0.881 -1.388
H -2.547 0.886 -0.077
H -1.645 1.554 -1.353
H -1.484 2.350 0.223
H -0.414 -0.156 -2.179
H 0.612 -1.459 -1.388
H -1.061 -1.654 -1.293
*
```



Entry R
ORCA calculation (wB97M-V/def2-TZVPD) on a cluster of 2 separate species, C2H9OS in total.

Kohn-Sham gap (Ha): 0.446
HOMO level (eV): -15.8244
Lowest unoccupied orbital energy (eV): -3.7

Structure (ORCA input):
```
! RIJCOSX wB97M-V def2-TZVPD def2/J DEFGRID3
* xyz 1 1
O -2.267 -1.466 -0.086
H -2.426 -1.073 -0.936
H -2.674 -2.344 -0.214
H -0.653 -0.653 0.211
C -0.345 1.670 0.031
S 0.439 0.080 0.754
C 2.135 -0.400 0.143
H -0.201 2.446 0.776
H 0.114 1.802 -0.926
H -1.488 1.320 -0.011
H 2.433 0.402 -0.508
H 2.156 -1.451 -0.140
H 2.777 -0.332 0.906
*
```



Quick one: most stable of them? entry R



Entry P
ORCA calculation (wB97M-V/def2-TZVPD) on a cluster of 2 separate species, C5H10NO3 in total.

Kohn-Sham gap (Ha): 0.315
HOMO level (eV): -4.6332
Lowest unoccupied orbital energy (eV): 3.9

Structure (ORCA input):
```
! RIJCOSX wB97M-V def2-TZVPD def2/J DEFGRID3
* xyz -1 1
C 1.685 -0.002 -0.297
C 2.064 -0.762 -1.599
C 1.781 -0.909 0.905
O 2.822 -1.282 1.425
N 0.551 -1.187 1.442
H 2.397 0.827 -0.208
H 0.694 0.442 -0.454
H 2.592 -1.719 -1.502
H 0.443 -1.816 2.213
H -0.242 -1.001 0.838
H 2.757 -0.184 -2.227
H 1.173 -0.863 -2.224
C -3.161 1.637 0.401
C -2.019 0.649 -0.050
O -2.248 -0.544 0.226
O -0.973 1.232 -0.436
H -2.965 1.891 1.436
H -4.093 1.063 0.334
H -3.258 2.529 -0.222
*
```



Entry Q
ORCA calculation (wB97M-V/def2-TZVPD) on a cluster of 2 separate species, C5H10NO3 in total.

Kohn-Sham gap (Ha): 0.305
HOMO level (eV): -4.5647
Lowest unoccupied orbital energy (eV): 3.7

Structure (ORCA input):
```
! RIJCOSX wB97M-V def2-TZVPD def2/J DEFGRID3
* xyz -1 1
C 0.101 -2.205 2.482
C 0.083 -2.393 0.907
O 0.381 -1.286 0.365
O -0.273 -3.450 0.385
H -0.871 -1.814 2.917
H 0.839 -1.436 2.689
H 0.191 -3.173 2.963
C -0.690 1.866 -1.399
C -0.438 2.039 0.141
C 0.305 1.002 -2.102
O 0.309 1.021 -3.351
N 1.150 0.111 -1.541
H -1.688 1.352 -1.418
H -0.822 2.787 -2.020
H 0.617 2.151 0.364
H -0.881 1.241 0.751
H 1.343 -0.682 -2.150
H 1.204 -0.125 -0.516
H -0.859 2.992 0.534
*
```



Quick one: most stable of them? entry P



Entry P
ORCA calculation (wB97M-V/def2-TZVPD) on an isolated molecule of C8H10O.

Kohn-Sham gap (Ha): 0.362
HOMO level (eV): -9.3371
Lowest unoccupied orbital energy (eV): 0.5

Structure (ORCA input):
```
! RIJCOSX wB97M-V def2-TZVPD def2/J DEFGRID3
* xyz 0 1
C -1.630 -0.483 0.496
C -2.354 0.861 0.635
C -0.364 -0.336 -0.273
C 0.035 -0.790 -1.438
H -2.273 -1.210 -0.009
H -1.393 -0.865 1.495
H -1.737 1.580 1.168
H -2.597 1.265 -0.346
H -3.283 0.729 1.184
H -0.434 -1.375 -2.210
C 1.651 -0.190 1.278
C 0.810 0.569 0.267
C 1.452 -0.209 -1.747
C 2.479 -0.127 -2.375
O 0.706 1.781 0.265
H 1.026 -0.516 2.111
H 2.461 0.449 1.629
H 2.077 -1.077 0.810
H 3.365 -0.057 -2.943
*
```



Entry Q
ORCA calculation (wB97M-V/def2-TZVPD) on a structure of composition C8H10O.

Kohn-Sham gap (Ha): 0.360
HOMO level (eV): -9.2062
Lowest unoccupied orbital energy (eV): 0.6

Structure (ORCA input):
```
! RIJCOSX wB97M-V def2-TZVPD def2/J DEFGRID3
* xyz 0 1
C -3.064 -0.213 0.253
C -1.474 -0.006 0.174
C -0.810 -1.322 -0.051
C 0.553 -1.200 -0.328
C 1.338 0.080 -0.247
C 2.711 0.114 -0.379
C 0.493 1.159 -0.018
C -0.904 1.134 0.059
H -3.447 -1.108 -0.314
H -3.267 1.287 -0.331
H -3.479 -0.341 1.165
H -1.432 -2.270 0.045
H 1.082 -2.211 -0.340
H 3.023 1.253 -0.879
H 2.987 -0.569 -0.904
H 2.839 0.250 1.440
H 1.017 2.022 -0.422
H -1.550 2.316 0.311
O 3.385 -0.375 0.767
*
```



Quick one: most stable of them? entry P



Entry P
ORCA calculation (wB97M-V/def2-TZVPD) on a cluster of 2 separate species, C6H13O2P in total.

Kohn-Sham gap (Ha): 0.341
HOMO level (eV): -8.4499
Lowest unoccupied orbital energy (eV): 0.8

Structure (ORCA input):
```
! RIJCOSX wB97M-V def2-TZVPD def2/J DEFGRID3
* xyz 0 1
C -4.262 -0.110 -0.036
C -4.985 -1.105 -0.489
C 1.645 -1.374 -0.691
C 2.108 1.209 -0.406
C -0.397 0.604 1.545
C 1.191 0.069 -0.793
O -3.613 0.827 0.286
O -0.730 1.843 -0.738
P -0.592 0.257 -0.297
H -4.591 -2.071 -0.394
H -1.458 2.221 -0.347
H -6.022 -0.950 -0.629
H 1.651 -1.570 0.372
H 0.839 -2.005 -1.205
H 2.610 -1.471 -1.093
H 1.667 2.277 -0.474
H 3.135 1.258 -0.864
H 2.252 1.089 0.682
H 0.619 0.908 1.800
H -0.905 1.581 1.849
H -0.568 -0.254 2.122
H 0.955 0.306 -1.904
*
```



Entry Q
ORCA calculation (wB97M-V/def2-TZVPD) on an isolated molecule of C6H13O2P.

Kohn-Sham gap (Ha): 0.355
HOMO level (eV): -8.9767
Lowest unoccupied orbital energy (eV): 0.7

Structure (ORCA input):
```
! RIJCOSX wB97M-V def2-TZVPD def2/J DEFGRID3
* xyz 0 1
C 0.032 0.765 0.013
C 0.304 -0.723 -0.205
C -1.141 1.283 -0.859
C -0.184 1.264 1.433
C 0.228 -1.111 -1.663
C -0.574 -1.584 0.649
O 1.207 1.381 -0.523
O 2.387 0.729 -0.101
P 2.227 -0.834 0.324
H -1.288 2.280 -0.490
H -2.025 0.608 -0.641
H -0.999 1.298 -1.844
H 0.218 2.253 1.521
H 0.361 0.670 2.236
H -1.157 1.323 1.686
H 0.813 -2.069 -1.773
H 0.532 -0.148 -2.219
H -0.718 -1.393 -2.082
H -0.393 -2.747 0.739
H -1.527 -1.301 0.367
H -0.358 -1.373 1.722
H 2.054 -0.572 1.710
*
```



Quick one: most stable of them? entry P



Entry P
ORCA calculation (wB97M-V/def2-TZVPD) on a cluster of 16 separate species, H33O16 in total.

Kohn-Sham gap (Ha): 0.390
HOMO level (eV): -13.2451
Lowest unoccupied orbital energy (eV): -2.6

Structure (ORCA input):
```
! RIJCOSX wB97M-V def2-TZVPD def2/J DEFGRID3
* xyz 1 1
O 0.175 -3.903 0.355
H 0.730 -4.002 1.141
H -0.199 -4.778 0.307
O -2.653 -2.142 -0.630
H -2.633 -3.055 -0.977
H -3.401 -1.930 -0.067
O -1.791 -1.195 4.358
H -1.786 -2.101 4.667
H -1.021 -0.914 3.866
O -0.520 2.640 -2.424
H -1.544 2.777 -2.336
H 3.308 -3.313 -0.856
O -0.296 2.019 3.613
H -1.091 2.044 4.119
H 0.469 1.499 3.840
O 4.293 0.539 -1.643
H 4.491 0.342 -0.726
H -2.209 -4.834 -0.818
O 2.031 -0.285 4.173
H 2.249 -0.464 3.259
H 2.288 -1.077 4.715
O -0.174 4.984 -1.638
H -0.411 1.699 -2.693
H -0.252 5.268 -2.557
O -1.324 1.321 1.049
H -0.800 2.219 0.723
O -3.140 -4.686 -0.961
H -0.079 3.500 -0.764
H -3.541 -5.151 -0.239
O -3.037 2.698 -1.680
H -3.049 3.281 -0.920
H -3.578 3.217 -2.287
O 0.355 -0.151 -1.850
H 3.858 1.391 -1.708
H 1.233 -0.280 -2.186
O 2.934 -3.195 0.009
H 2.548 -2.295 0.001
H -0.190 -0.867 -2.201
O 0.103 3.181 0.179
H -0.060 3.996 0.717
H -1.188 1.075 2.026
O 3.340 -0.711 -3.774
H 4.179 -0.532 -4.217
H 3.472 -0.480 -2.851
O -0.284 -0.925 0.510
H -0.923 -1.727 0.588
H -0.744 -0.463 -0.281
H 0.738 5.247 -1.403
H -0.877 0.518 0.474
*
```



Entry Q
ORCA calculation (wB97M-V/def2-TZVPD) on a cluster of 16 separate species, H33O16 in total.

Kohn-Sham gap (Ha): 0.403
HOMO level (eV): -13.5165
Lowest unoccupied orbital energy (eV): -2.6

Structure (ORCA input):
```
! RIJCOSX wB97M-V def2-TZVPD def2/J DEFGRID3
* xyz 1 1
O -3.354 -3.900 -1.655
H -4.225 -3.679 -1.274
H -3.317 -3.639 -2.663
O 2.550 -1.652 3.126
H -3.429 2.287 -1.723
H 2.489 -2.025 4.037
O -4.023 1.557 -2.054
H -4.192 0.832 -1.500
H 5.102 0.776 0.470
O 0.667 -2.341 -2.561
H 0.137 -1.916 -3.356
H 2.914 2.314 -1.333
O -3.451 -1.362 -0.551
H -1.705 1.635 3.163
H -3.048 -2.199 -0.786
O -1.256 1.703 4.954
H -0.417 2.132 4.965
H 1.494 -0.143 -0.473
O -1.816 -4.036 1.733
H -2.171 -3.252 1.312
H -2.165 -4.838 1.628
O 3.826 -2.728 -3.540
H 0.776 -3.200 -2.611
H 3.632 -3.555 -3.402
O 4.760 1.369 0.936
H -4.199 -1.870 -0.356
O 1.192 0.009 0.460
H -1.425 0.730 1.223
H 1.231 -0.924 0.837
O -1.444 2.036 2.313
H -0.414 2.244 2.371
H -1.296 0.581 -0.491
O -1.567 0.949 -2.591
H -1.923 2.210 5.215
H 0.047 0.046 0.517
O 2.765 1.418 -1.709
H 3.671 1.391 -2.345
H -2.584 0.814 -2.881
O -1.279 0.104 0.430
H -1.101 1.068 -3.407
H 4.472 2.138 0.598
O 1.816 3.230 2.399
H 2.121 4.081 2.497
H 2.066 2.446 2.835
O 0.715 3.302 -1.160
H 0.182 3.942 -0.655
H 3.460 -1.443 3.092
H 3.068 -2.172 -3.947
H 0.646 3.529 -2.082
*
```



Quick one: most stable of them? entry P